Record 1
The following is a DFT calculation (ωB97M-V/def2-TZVPD) of an isolated ion of composition C9H10N5 and charge +1 at a distorted geometry.

Structure (XYZ):
```
24
Properties=species:S:1:pos:R:3
N 1.20305 -1.41339 0.44780
C 0.23972 -0.63110 -0.01736
N -0.84662 -1.27387 -0.76338
N -0.56116 -2.47410 -1.36488
C -0.93679 -2.96942 -2.57453
N -0.45366 -4.16515 -2.72347
C 0.41323 -4.28745 -1.70558
N 0.38120 -3.30124 -0.84656
C 0.03812 0.70481 0.36849
C -1.23825 1.33849 0.27916
C -1.32578 2.65183 0.78801
C -0.29179 3.24887 1.38581
C 1.01229 2.60135 1.42742
C 1.14335 1.39072 0.90007
H 1.85203 -0.95331 1.06394
H 1.33721 -2.36788 0.05848
H -1.33440 -0.54157 -1.32309
H -1.55781 -2.39429 -3.16224
H 1.02587 -5.17821 -1.56788
H -2.01638 0.93465 -0.27635
H -2.42748 3.06760 0.76544
H -0.46761 4.27297 1.69288
H 1.89281 3.20441 1.77677
H 2.02014 0.77380 0.92745
```

* structure (SMILES): [NH2+]=C(Nn1cncn1)c1ccccc1
* spin multiplicity: 1
* net charge: +1
* energy above the lowest of the compared OMol25 structures with the same formula, charge and spin: 12.71 kcal per mole
* HOMO energy: -13.34 eV

The computed Löwdin charges, all in e, follow: 0.23, -0.16, 0.16, -0.11, -0.09, 0.12, -0.16, 0.06, -0.16, 0.03, -0.07, -0.03, -0.02, -0.04, 0.12, 0.09, 0.17, 0.11, 0.13, 0.09, 0.17, 0.12, 0.14, 0.11

Record 2
The following is a DFT calculation (ωB97M-V/def2-TZVPD) of an isolated ion of composition C9H10NS and charge +1 at a distorted geometry.

Structure (XYZ):
```
21
Properties=species:S:1:pos:R:3
C -1.27451 2.11731 0.49809
C -1.85390 1.00569 1.17366
C -0.21218 1.91808 -0.34538
C -1.40144 -0.26137 0.89877
C 0.36559 0.67217 -0.56078
C -0.33484 -0.51237 -0.01103
C 2.61268 0.46517 -0.58287
C 1.47985 0.50546 -1.49991
C -0.36393 -2.94224 -0.11075
N 0.29775 -1.62201 -0.39525
S 3.11350 0.64317 0.97506
H -1.80830 3.08011 0.57585
H -2.56215 1.20026 1.97042
H 0.20567 2.75579 -0.87947
H -1.94957 -1.08759 1.41127
H 1.36967 -0.55670 -1.91422
H 1.56839 1.18174 -2.37943
H -0.26312 -3.52282 -1.11974
H -1.35514 -2.94328 0.25208
H 0.25648 -3.58888 0.48416
H 2.10948 1.49230 1.55948
```

* spin multiplicity: 1
* net charge: +1
* energy above the lowest of the compared OMol25 structures with the same formula, charge and spin: 129.36 kcal per mole
* HOMO energy (alpha / beta): -11.92 / -13.42 eV

The computed Löwdin charges, all in e, follow: -0.03, -0.04, -0.04, 0.01, -0.22, -0.25, -0.28, -0.21, -0.07, 0.07, 0.99, 0.13, 0.12, 0.12, 0.13, 0.16, 0.17, 0.13, 0.05, 0.07, -0.01

Record 3
The following is a DFT calculation (ωB97M-V/def2-TZVPD) of an isolated ion of composition C9H10NS2 and charge +1 at a distorted geometry.

Structure (XYZ):
```
22
Properties=species:S:1:pos:R:3
C 1.83468 -0.23238 0.66905
N 0.40486 -0.29698 1.00526
C 0.18017 0.45357 2.23097
C -0.48543 -1.41002 0.71881
S -0.82293 -2.89577 1.02995
C -0.61398 -0.17126 -0.17991
C -0.11854 -0.57506 -1.57147
C -0.79204 -0.44125 -2.74538
C -2.03759 0.19390 -2.62744
C -2.42686 0.81036 -1.44412
C -1.73292 0.79444 -0.20089
S -2.03937 2.02993 0.87944
H 2.42043 -0.52034 1.50545
H 1.98541 -1.12708 0.02571
H 2.37782 0.61590 0.15441
H 0.51888 1.50876 2.25808
H -0.78516 0.38163 2.54364
H 0.95817 0.00957 2.85237
H 0.95100 -0.74597 -1.43636
H -0.48078 -0.50782 -3.78502
H -2.71281 0.04631 -3.45063
H -3.45088 1.18017 -1.39126
```

* structure (SMILES): C[N+]1(C)C(=S)[C@]12C=CC=CC2=S
* spin multiplicity: 1
* net charge: +1
* energy above the lowest of the compared OMol25 structures with the same formula, charge and spin: 95.93 kcal per mole
* HOMO energy: -12.25 eV

The computed Löwdin charges, all in e, follow: 0.01, -0.19, -0.04, -0.67, 0.99, -0.25, 0.02, -0.04, -0.04, -0.11, -0.63, 0.85, 0.10, 0.11, 0.16, 0.12, 0.04, 0.11, 0.10, 0.13, 0.12, 0.12

Record 4
The following is a DFT calculation (ωB97M-V/def2-TZVPD) of the molecule C9H10O2 at a distorted geometry.

Structure (XYZ):
```
21
Properties=species:S:1:pos:R:3
C -0.21935 2.38420 2.74850
C -1.04657 2.00755 1.79521
C -0.92614 0.94730 0.84067
C -1.94673 0.30608 0.16141
C -1.68526 -0.42351 -1.01898
C -0.36348 -0.74449 -1.36683
O 0.04791 -1.48626 -2.37900
C 0.64038 -0.38655 -0.40314
O 2.09703 -0.56822 -0.55873
C 2.33658 -1.87476 -0.22271
C 0.29968 0.55723 0.49129
H 0.82028 2.12264 2.75148
H -0.48810 3.16139 3.52170
H -2.03498 2.28773 1.91331
H -3.05040 0.42348 0.50937
H -2.65840 -0.56458 -1.53739
H -0.78177 -2.09604 -2.45648
H 1.71049 -2.58212 -0.89084
H 3.40110 -2.05670 -0.38787
H 2.36590 -2.10199 0.88538
H 1.02165 1.20368 1.04061
```

* structure (SMILES): C=Cc1ccc(O)c(OC)c1
* spin multiplicity: 1
* net charge: 0
* energy above the lowest of the compared OMol25 structures with the same formula, charge and spin: 80.31 kcal per mole
* HOMO energy: -8.32 eV

The computed Löwdin charges, all in e, follow: 0.02, -0.14, -0.28, -0.04, -0.01, -0.30, 0.06, -0.14, -0.10, -0.16, -0.01, 0.05, 0.08, 0.08, 0.14, 0.12, 0.18, 0.12, 0.08, 0.10, 0.14

Copy entry 1 word for word.
The following is a DFT calculation (ωB97M-V/def2-TZVPD) of an isolated ion of composition C9H10N5 and charge +1 at a distorted geometry.

Structure (XYZ):
```
24
Properties=species:S:1:pos:R:3
N 1.20305 -1.41339 0.44780
C 0.23972 -0.63110 -0.01736
N -0.84662 -1.27387 -0.76338
N -0.56116 -2.47410 -1.36488
C -0.93679 -2.96942 -2.57453
N -0.45366 -4.16515 -2.72347
C 0.41323 -4.28745 -1.70558
N 0.38120 -3.30124 -0.84656
C 0.03812 0.70481 0.36849
C -1.23825 1.33849 0.27916
C -1.32578 2.65183 0.78801
C -0.29179 3.24887 1.38581
C 1.01229 2.60135 1.42742
C 1.14335 1.39072 0.90007
H 1.85203 -0.95331 1.06394
H 1.33721 -2.36788 0.05848
H -1.33440 -0.54157 -1.32309
H -1.55781 -2.39429 -3.16224
H 1.02587 -5.17821 -1.56788
H -2.01638 0.93465 -0.27635
H -2.42748 3.06760 0.76544
H -0.46761 4.27297 1.69288
H 1.89281 3.20441 1.77677
H 2.02014 0.77380 0.92745
```

* structure (SMILES): [NH2+]=C(Nn1cncn1)c1ccccc1
* spin multiplicity: 1
* net charge: +1
* energy above the lowest of the compared OMol25 structures with the same formula, charge and spin: 12.71 kcal per mole
* HOMO energy: -13.34 eV

The computed Löwdin charges, all in e, follow: 0.23, -0.16, 0.16, -0.11, -0.09, 0.12, -0.16, 0.06, -0.16, 0.03, -0.07, -0.03, -0.02, -0.04, 0.12, 0.09, 0.17, 0.11, 0.13, 0.09, 0.17, 0.12, 0.14, 0.11

Question: The lowest energy above the lowest of the compared OMol25 structures with the same formula, charge and spin belongs to which entry?
Answer: C9H10N5